[1]
ORCA calculation (the ωB97M-V functional and the def2-TZVPD basis) on a cluster of 2 separate species, C3H9NO2 in total at a distorted geometry.

Results
HOMO ... -8.85 eV
Molecular weight ... 91.11 g mol⁻¹

XYZ file:
```
15
Properties=species:S:1:pos:R:3:lowdin_charge:R:1
H -2.07 2.00 -0.84 0.0889
H 1.66 -2.71 0.43 0.0553
H -0.84 3.33 -0.90 0.0831
H 1.07 0.03 -1.47 0.1128
O 0.57 0.58 -0.87 0.0823
H 0.23 -1.43 2.47 0.0612
H -0.88 2.23 0.45 0.0776
C -0.12 1.52 -1.53 -0.5723
H -0.93 -1.62 1.19 0.0610
O -0.03 1.78 -2.70 0.1068
C 0.02 -2.00 1.57 -0.2004
C -1.05 2.31 -0.62 0.0134
H -0.08 -3.02 1.94 0.0711
H 1.43 -1.06 0.32 0.0260
N 1.03 -1.95 0.54 -0.0668
```

[2]
ORCA calculation (the ωB97M-V functional and the def2-TZVPD basis) on a cluster of 2 separate species, C3H9NO2 in total at a distorted geometry.

Results
HOMO ... -9.40 eV
Molecular weight ... 91.11 g mol⁻¹

XYZ file:
```
15
Properties=species:S:1:pos:R:3:lowdin_charge:R:1
O -0.38 -1.03 -1.44 0.0599
H 2.23 -0.71 1.04 0.0462
H 1.30 1.00 1.93 0.0757
H -0.15 -1.72 -2.09 0.1244
H -2.07 0.07 0.94 0.1007
O -1.89 -2.29 -0.38 0.1086
C 1.41 1.13 0.84 -0.1859
H 1.90 2.11 0.86 0.0565
H 0.47 1.24 0.30 0.0295
H -1.33 0.93 -0.56 0.0634
H -2.85 0.33 -0.68 0.0946
C -1.92 0.14 -0.14 0.0058
H 2.32 -0.11 -0.50 0.0480
C -1.45 -1.20 -0.61 -0.5652
N 2.43 0.11 0.49 -0.0622
```

[3]
ORCA calculation (the ωB97M-V functional and the def2-TZVPD basis) on a cluster of 2 separate species, C3H9NO2 in total at a distorted geometry.

Results
HOMO ... -9.89 eV
Molecular weight ... 91.11 g mol⁻¹

XYZ file:
```
15
Properties=species:S:1:pos:R:3:lowdin_charge:R:1
H -1.36 -1.45 -2.72 0.1221
H -0.29 1.25 0.33 0.0863
H 0.81 -0.82 0.87 0.0696
H 1.30 -1.31 2.60 0.0958
N -1.54 -0.77 -1.93 0.0944
H 1.21 0.96 2.97 0.1167
H -2.47 -0.85 -1.60 0.0679
H 2.37 -0.22 1.58 0.0847
H -1.84 1.25 -0.83 0.1194
O 0.70 -0.86 -1.67 0.0707
C -0.32 -0.30 -1.44 -0.6224
H 0.05 1.82 -1.32 0.0891
C -0.64 1.08 -0.81 -0.0331
O 0.70 0.69 2.15 -0.1687
C 1.33 -0.49 1.81 -0.1925
```

[4]
ORCA calculation (the ωB97M-V functional and the def2-TZVPD basis) on a cluster of 2 separate species, C3H9NO2 in total.

Results
HOMO ... -9.07 eV
Molecular weight ... 91.11 g mol⁻¹

XYZ file:
```
15
Properties=species:S:1:pos:R:3:lowdin_charge:R:1
O -2.07 1.04 0.34 -0.0245
H 0.06 -1.02 -2.00 0.0828
H -2.23 0.09 0.30 0.0902
H 1.23 -2.57 -0.95 0.1104
C 1.58 -1.54 -0.93 -0.3614
H 2.95 -2.22 -2.29 0.0569
H -1.03 0.61 2.12 0.1042
H -2.72 3.08 1.63 0.0659
C -1.70 1.31 1.64 -0.2931
C -2.07 2.44 2.22 0.0056
H -1.80 2.65 3.24 0.0462
H 2.64 -0.59 -2.37 0.0673
H 1.83 -1.29 0.10 0.1053
O 0.56 -0.62 -1.29 -0.0657
N 2.77 -1.38 -1.76 0.0100
```

[5]
ORCA calculation (the ωB97M-V functional and the def2-TZVPD basis) on a cluster of 2 separate species, C3H9NO2 in total at a distorted geometry.

Results
HOMO ... -9.22 eV
Molecular weight ... 91.11 g mol⁻¹

XYZ file:
```
15
Properties=species:S:1:pos:R:3:lowdin_charge:R:1
H 0.78 -0.01 1.86 0.1125
N 1.20 2.01 -0.35 -0.1025
O -0.13 -1.61 -0.66 0.0742
H -0.40 -1.35 2.43 0.0704
H -2.29 -1.04 -0.12 0.1046
H 1.15 -1.83 1.45 0.0995
C -0.48 -1.27 0.45 -0.5516
C 0.36 -1.08 1.70 0.0037
C 0.72 2.27 -1.73 -0.2010
H -0.24 1.53 -1.75 0.1098
H 1.38 1.87 -2.44 0.0228
H 0.48 3.38 -2.02 0.0892
O -1.82 -0.99 0.71 0.0492
H 0.52 2.46 0.22 0.0314
H 2.21 2.26 -0.09 0.0878
```

[6]
ORCA calculation (the ωB97M-V functional and the def2-TZVPD basis) on a cluster of 2 separate species, C3H9NO2 in total at a distorted geometry.

Results
Spin multiplicity ... 2
Expectation value of S² ... 0.77
HOMO (alpha / beta) ... -13.57 / -13.57 eV
Molecular weight ... 91.11 g mol⁻¹
Net charge ... +1

XYZ file:
```
15
Properties=species:S:1:pos:R:3:lowdin_charge:R:1
N 1.31 -1.24 -0.75 0.1431
C 0.36 -1.41 0.55 0.0424
H 0.88 -2.28 1.27 0.1650
H -0.31 0.62 -2.04 0.1117
H -4.25 1.12 3.23 0.0185
O -5.19 1.26 3.40 -0.0524
H -0.58 -1.75 0.03 0.1062
H 2.12 -1.81 -0.51 0.1455
O 2.65 0.59 -0.66 0.2901
C 1.60 0.08 -1.08 -0.4143
H -5.54 0.85 2.60 0.0339
H 1.21 1.64 -2.58 0.1294
H 0.33 -0.36 1.05 0.1282
H 0.86 -0.07 -3.01 0.0890
C 0.77 0.66 -2.25 0.0637
```

[7]
ORCA calculation (the ωB97M-V functional and the def2-TZVPD basis) on a cluster of 2 separate species, C3H9NO2 in total at a distorted geometry.

Results
Spin multiplicity ... 2
Expectation value of S² ... 0.76
HOMO (alpha / beta) ... -12.24 / -12.24 eV
Molecular weight ... 91.11 g mol⁻¹
Net charge ... +1

XYZ file:
```
15
Properties=species:S:1:pos:R:3:lowdin_charge:R:1
H -2.50 -1.92 1.26 0.1685
N 2.46 1.75 -0.86 0.0187
O 1.31 0.63 0.91 -0.0707
H -0.31 -1.27 1.02 0.1673
C 1.38 1.81 0.14 -0.3573
H 2.33 2.55 -1.47 0.0754
H -2.61 -0.79 -1.62 0.1215
C -2.90 -1.40 -0.76 0.2774
H 2.52 0.84 -1.28 0.0682
H 2.21 0.35 1.09 0.0917
O -0.75 -1.64 0.22 0.1950
H 1.59 2.66 0.80 0.1168
C -2.03 -1.57 0.33 -0.0942
H 0.41 2.05 -0.32 0.1097
H -3.94 -1.58 -0.52 0.1118
```

[8]
ORCA calculation (the ωB97M-V functional and the def2-TZVPD basis) on a cluster of 2 separate species, C3H9NO2S in total.

Results
HOMO ... 0.16 eV
Molecular weight ... 123.18 g mol⁻¹
Net charge ... -2

XYZ file:
```
16
Properties=species:S:1:pos:R:3:lowdin_charge:R:1
C 0.62 -0.31 -0.64 -0.5091
H -0.91 -0.34 -2.07 0.0452
H 0.64 0.87 1.23 0.1070
H 2.23 -0.76 0.66 0.0328
N -0.32 -0.93 -1.52 0.0236
S 2.70 -2.20 -1.29 -0.0343
H -0.59 -1.88 -1.41 0.0471
C -0.08 0.43 0.52 -0.2928
O -2.21 2.57 2.03 -0.5693
H -0.73 -0.30 1.02 0.1088
C 1.64 -1.31 -0.09 -0.7721
H -3.01 2.40 1.51 -0.1634
O -0.86 1.48 0.00 -0.1564
H 1.17 0.44 -1.20 0.1149
H -1.38 1.90 0.77 -0.0070
H 1.10 -2.06 0.49 0.0250
```

[9]
ORCA calculation (the ωB97M-V functional and the def2-TZVPD basis) on a cluster of 2 separate species, C3H9NO2S in total.

Results
HOMO ... -9.57 eV
Molecular weight ... 123.18 g mol⁻¹

XYZ file:
```
16
Properties=species:S:1:pos:R:3:lowdin_charge:R:1
H -0.59 0.85 -2.03 0.0723
C -0.65 -0.79 -0.66 -0.3565
H 1.08 -1.14 -1.72 0.0941
H 0.11 0.45 1.89 0.1246
S -2.44 1.28 -0.60 0.7031
H -0.97 -1.01 0.35 0.1008
O 2.05 -0.05 1.46 0.0542
N 0.77 -1.19 -0.76 -0.0123
C -0.76 0.69 -0.97 -0.5889
H 1.60 -0.46 0.68 0.0358
O 1.39 0.78 3.42 0.0682
H -1.30 -1.35 -1.34 0.1083
H 0.84 -2.18 -0.50 0.0959
H -2.27 2.50 -1.10 -0.1455
H 0.01 1.22 -0.42 0.0649
C 1.13 0.40 2.31 -0.4189
```

[10]
ORCA calculation (the ωB97M-V functional and the def2-TZVPD basis) on a cluster of 3 separate species, C3H9NO2S2 in total at a distorted geometry.

Results
HOMO ... -7.89 eV
Molecular weight ... 155.24 g mol⁻¹

XYZ file:
```
17
Properties=species:S:1:pos:R:3:lowdin_charge:R:1
N 0.06 -2.95 1.27 0.1495
C -1.18 -1.19 0.18 0.0363
H -2.05 -1.82 0.34 0.1278
H 0.95 -3.19 1.69 0.1100
C -1.25 0.13 -0.32 -0.6718
H -0.70 -3.17 1.89 0.1017
H -1.85 0.15 -1.25 0.0857
H 1.88 1.78 -0.68 -0.1206
S -1.96 1.33 0.89 0.7781
C 0.09 -1.65 0.77 -0.5194
O 2.72 1.73 -0.19 -0.1163
O 1.08 -0.97 0.75 0.1231
S 0.08 2.04 -2.04 0.3780
H 0.28 2.42 -3.31 -0.2970
H -0.99 2.24 0.74 -0.1356
H 3.06 2.63 -0.21 0.0193
H -0.23 0.48 -0.52 -0.0488
```